--- a ---
Density functional theory data (ωB97M-V with the def2-TZVPD basis set) for a cluster of 2 separate species, C4H14N3S in total.

highest occupied orbital energy = -10.98 eV
molecular weight = 136.24 g mol⁻¹
LUMO energy = -0.11113 Eh
total charge = +1

CARTESIAN COORDINATES (ANGSTROEM)
C  -1.4634  -2.5619  0.4987
C  0.6666  -2.5535  -0.6730
N  -0.6196  -2.8325  -0.6568
N  1.2432  -1.9454  0.3642
N  1.3982  -2.9108  -1.7443
H  -1.0770  -3.1606  -1.4899
H  0.6315  -1.4364  0.9763
H  2.2124  -1.6730  0.3877
H  1.0603  -3.6658  -2.3285
H  2.4038  -2.8687  -1.7001
H  -1.4769  -1.5060  0.7631
H  -1.1537  -3.1646  1.3542
H  -2.4722  -2.8772  0.2645
C  0.8868  2.7278  1.3910
C  -1.1400  4.1305  0.0390
S  -0.4840  2.4679  0.2487
H  1.0641  1.7619  1.8767
H  1.7789  3.0314  0.8454
H  0.6983  3.4472  2.1944
H  -0.5271  4.6821  -0.6489
H  -1.2055  4.6722  0.9781
H  -2.1470  4.0508  -0.3623

---

--- b ---
Density functional theory data (ωB97M-V with the def2-TZVPD basis set) for a cluster of 2 separate species, C4H14N3S in total.

highest occupied orbital energy = -12.81 eV
molecular weight = 136.24 g mol⁻¹
LUMO energy = -0.11347 Eh
total charge = +1

CARTESIAN COORDINATES (ANGSTROEM)
C  0.0111  -0.7539  2.5083
C  -0.7048  -1.4215  1.3317
S  -1.6604  -0.0703  0.4920
N  0.6714  -1.7969  3.3129
H  0.7559  -0.0147  2.1840
H  -0.7587  -0.1867  3.0470
H  -0.0806  -1.8921  0.5444
H  -1.4237  -2.1378  1.6770
H  -1.7889  -0.6283  -0.7264
H  1.0754  -1.3050  4.1158
H  -0.1099  -2.3534  3.7089
C  0.6868  0.4706  -2.5080
C  1.1143  1.5124  -1.7399
N  0.5683  1.8994  -0.4823
N  1.1562  0.2089  -3.8053
H  0.0077  -0.2770  -2.0370
H  1.9776  2.1310  -2.0334
H  0.1397  2.8417  -0.3971
H  -0.2126  1.1926  -0.2393
H  1.2963  1.9928  0.2277
H  1.7352  0.9285  -4.1924
H  0.5370  -0.1929  -4.4815

---

Quick one: least stable of them? b